{
  "formula": "C46H57NO37",
  "method": "ωB97M-V/def2-TZVPD",
  "energy_ha": -4625.80803,
  "multiplicity": 1,
  "total_charge": 0,
  "symbols": ["C", "C", "O", "C", "C", "C", "C", "C", "C", "C", "C", "N", "C", "C", "O", "O", "C", "O", "H", "H", "H", "H", "H", "H", "H", "H", "H", "H", "H", "H", "H", "C", "C", "O", "C", "O", "O", "H", "H", "H", "H", "C", "C", "O", "C", "O", "O", "H", "H", "H", "H", "C", "C", "O", "C", "O", "O", "H", "H", "H", "H", "C", "C", "O", "C", "O", "O", "H", "H", "H", "H", "C", "C", "O", "C", "O", "O", "H", "H", "H", "H", "C", "C", "O", "C", "O", "O", "H", "H", "H", "H", "C", "C", "O", "C", "O", "O", "H", "H", "H", "H", "C", "C", "O", "C", "O", "O", "H", "H", "H", "H", "C", "C", "O", "C", "O", "O", "H", "H", "H", "H", "C", "C", "O", "C", "O", "O", "H", "H", "H", "H", "C", "C", "O", "C", "O", "O", "H", "H", "H", "H"],
  "coordinates": [[-5.77487, 1.51569, 0.62647], [-4.98888, 0.26076, 0.26230], [-3.71266, 0.62095, -0.28438], [-3.09453, -0.50478, -0.88694], [-3.10348, -0.37642, -2.41852], [-2.14345, 0.66109, -2.84251], [-2.42164, 1.84485, -3.39868], [-3.71359, 2.46438, -3.72211], [-4.00788, 2.85386, -5.02286], [-5.24020, 3.44592, -5.21074], [-6.09739, 3.58309, -4.14182], [-5.85477, 3.22329, -2.88161], [-4.64305, 2.68568, -2.72333], [-1.16997, 2.58765, -3.72297], [-1.05488, 3.71549, -4.08707], [-0.12596, 1.70662, -3.51721], [-0.63622, 0.64652, -2.80311], [0.08595, -0.14610, -2.27164], [-6.18191, 1.37917, 1.62674], [-6.60724, 1.68768, -0.04932], [-5.14063, 2.39693, 0.66436], [-5.53392, -0.30976, -0.49223], [-4.79665, -0.32673, 1.15761], [-3.51444, -1.46487, -0.59032], [-2.04779, -0.53043, -0.58065], [-4.09321, -0.21205, -2.83150], [-2.72127, -1.33359, -2.78235], [-3.30036, 2.69388, -5.82088], [-5.53960, 3.80087, -6.18404], [-7.06924, 4.02601, -4.32869], [-4.37083, 2.39485, -1.71617], [2.72419, -0.48608, -0.67714], [3.74355, -0.89562, -1.70960], [4.71003, -1.61327, -0.92273], [4.08255, -2.06576, 0.19062], [4.56815, -2.83626, 0.96342], [2.85572, -1.53885, 0.30875], [1.71553, -0.44545, -1.07644], [2.96019, 0.46522, -0.21332], [3.33424, -1.57347, -2.46243], [4.20371, -0.04586, -2.20807], [5.11904, 4.48278, -0.19025], [5.39432, 3.75641, -1.48238], [4.49071, 2.64532, -1.41414], [3.47808, 2.98389, -0.57937], [2.49684, 2.32126, -0.44344], [3.74060, 4.13591, 0.06218], [5.24936, 5.55355, -0.27414], [5.72826, 4.11234, 0.63667], [5.15156, 4.35852, -2.35913], [6.42248, 3.41180, -1.56151], [4.85958, 9.88368, -1.17359], [4.89259, 9.52121, -2.64210], [5.83387, 8.44015, -2.66485], [5.85998, 7.88857, -1.43261], [6.41644, 6.86533, -1.16772], [5.18014, 8.63434, -0.54705], [3.88729, 10.24138, -0.84469], [5.61695, 10.61177, -0.90540], [3.93084, 9.15903, -3.01051], [5.22979, 10.33717, -3.27570], [-4.25682, -4.48131, 2.19184], [-4.91281, -5.41844, 1.21145], [-4.67917, -4.75567, -0.04358], [-3.60033, -3.95686, 0.10463], [-3.05147, -3.39802, -0.79853], [-3.22597, -3.86940, 1.39003], [-3.82909, -4.99847, 3.03820], [-4.92843, -3.70199, 2.54260], [-4.43752, -6.40035, 1.18774], [-5.97549, -5.54383, 1.38881], [9.59094, 11.60516, -1.37083], [10.35132, 11.01612, -0.20221], [9.33903, 10.92354, 0.80580], [8.13766, 10.86968, 0.19214], [7.10971, 10.61909, 0.73126], [8.25941, 11.13510, -1.13397], [9.95377, 11.26027, -2.33534], [9.58565, 12.69640, -1.36014], [10.73124, 10.01501, -0.41146], [11.17121, 11.64465, 0.13452], [8.11404, 0.63854, -1.95884], [8.57901, -0.46560, -1.03603], [9.97730, -0.18273, -0.91017], [10.16993, 1.13311, -1.17420], [11.18534, 1.71714, -0.99508], [9.03669, 1.69260, -1.67479], [7.09273, 0.95507, -1.75703], [8.20250, 0.36762, -3.01276], [8.11594, -0.41016, -0.04964], [8.42067, -1.45973, -1.44460], [-0.67177, -1.18039, -7.19791], [-0.98896, -1.08085, -5.72292], [-2.40400, -0.89500, -5.71463], [-2.89801, -1.38922, -6.88135], [-4.04991, -1.53364, -7.11572], [-1.88914, -1.70305, -7.73494], [0.16429, -1.84071, -7.41226], [-0.47917, -0.20526, -7.65044], [-0.75323, -2.00445, -5.18972], [-0.48798, -0.25102, -5.23211], [2.61163, -5.03622, 2.07099], [2.88725, -5.74876, 0.76927], [2.02298, -6.88963, 0.85574], [1.01369, -6.58914, 1.71088], [0.04698, -7.26088, 1.87258], [1.25889, -5.42476, 2.35253], [2.69697, -3.95887, 1.98917], [3.25210, -5.38466, 2.88344], [2.60202, -5.15351, -0.10022], [3.92323, -6.05746, 0.66291], [-4.79743, -4.75259, 7.16168], [-6.07508, -5.53958, 7.32876], [-6.34957, -5.95854, 5.98512], [-5.18322, -5.96059, 5.30222], [-5.03443, -6.41805, 4.21534], [-4.19409, -5.37296, 6.01885], [-4.14613, -4.82370, 8.02865], [-4.97833, -3.70048, 6.93552], [-5.94322, -6.42351, 7.95536], [-6.89431, -4.94535, 7.72392], [-2.00836, -8.77270, 8.24609], [-2.17836, -7.32448, 7.85182], [-2.80895, -6.75518, 9.00466], [-2.50369, -7.54147, 10.07395], [-2.73462, -7.25689, 11.20077], [-1.90196, -8.68668, 9.67187], [-1.12106, -9.23064, 7.81788], [-2.87864, -9.38127, 7.99345], [-1.22499, -6.82000, 7.68729], [-2.80068, -7.20011, 6.97050], [-9.30836, -3.82924, 0.89430], [-9.35114, -2.44164, 0.29217], [-8.28972, -1.77694, 0.98645], [-7.42155, -2.71475, 1.42314], [-6.35132, -2.47599, 1.88477], [-7.93055, -3.95703, 1.26225], [-9.59217, -4.60966, 0.19359], [-9.92123, -3.91575, 1.79305], [-9.12721, -2.44058, -0.77563], [-10.29649, -1.93221, 0.45795]],
  "forces_ev_per_a": [[-0.088, -0.316, 0.329], [0.408, 0.716, -0.107], [-0.287, -0.259, -0.047], [0.318, 0.364, -0.147], [0.962, -0.851, 0.621], [0.233, 1.477, -0.839], [-0.419, 0.413, -0.172], [0.294, -0.178, -0.236], [-0.203, 0.097, 0.513], [0.381, -0.103, -0.531], [-1.015, 0.397, 0.207], [0.733, -0.125, -0.792], [-0.225, -0.170, 1.006], [-0.736, -0.087, -0.128], [0.437, -0.440, -0.067], [0.334, 0.484, 0.365], [-0.189, -1.311, 0.570], [-0.300, 0.166, -0.485], [-0.162, 0.102, 0.051], [0.035, 0.170, -0.147], [0.137, 0.028, -0.120], [-0.085, -0.299, 0.157], [-0.197, -0.361, -0.062], [-0.220, 0.457, 0.025], [0.032, -0.008, 0.179], [-0.076, 0.169, -0.028], [-0.162, -0.125, -0.120], [0.028, 0.058, -0.150], [-0.097, -0.006, -0.093], [-0.066, 0.039, 0.075], [-0.038, -0.047, 0.082], [-0.144, -0.024, 0.025], [-0.095, 0.049, -0.208], [-0.007, 0.001, 0.045], [-0.070, 0.083, 0.034], [0.100, -0.103, -0.029], [0.193, -0.112, -0.196], [0.128, -0.157, 0.276], [0.031, -0.353, 0.057], [0.010, -0.038, 0.052], [0.152, -0.024, 0.114], [-0.020, 0.054, 0.239], [0.325, 0.186, -0.152], [0.030, -0.012, 0.030], [-0.043, 0.104, 0.053], [-0.157, 0.582, 0.004], [0.089, -0.219, -0.153], [-0.271, -0.151, 0.140], [-0.051, -0.073, -0.012], [-0.040, -0.004, 0.018], [-0.051, -0.137, -0.015], [-0.251, 0.280, -0.130], [-0.173, 0.140, -0.082], [-0.035, -0.009, 0.043], [0.106, 0.090, 0.038], [0.166, 0.215, -0.206], [-0.012, -0.041, -0.131], [-0.026, -0.212, 0.122], [0.057, -0.025, 0.041], [0.025, -0.058, 0.020], [0.180, -0.105, -0.029], [0.201, -0.007, 0.515], [-0.063, -0.205, 0.129], [0.034, 0.022, 0.022], [0.074, -0.098, 0.041], [0.014, -0.339, -0.124], [-0.180, 0.003, -0.178], [0.372, -0.011, -0.141], [0.165, -0.183, -0.103], [0.063, 0.043, -0.034], [-0.061, 0.122, -0.163], [0.143, 0.087, -0.147], [0.218, -0.026, -0.050], [-0.031, 0.043, -0.129], [0.060, -0.071, 0.103], [0.047, 0.080, 0.073], [0.051, 0.007, 0.062], [-0.166, -0.097, -0.020], [-0.017, -0.006, 0.047], [-0.050, -0.010, -0.012], [-0.099, 0.028, 0.167], [-0.279, -0.069, -0.117], [-0.126, -0.123, 0.060], [-0.089, 0.114, -0.064], [0.039, -0.042, 0.033], [0.061, 0.056, 0.004], [0.001, -0.115, 0.059], [0.060, 0.145, 0.045], [0.036, -0.013, 0.011], [0.007, 0.035, -0.006], [0.181, -0.020, 0.000], [0.138, 0.149, -0.069], [0.299, -0.139, 0.239], [0.009, 0.035, -0.240], [-0.019, -0.100, 0.013], [-0.081, 0.037, -0.025], [-0.028, 0.068, 0.150], [-0.139, -0.134, -0.083], [-0.026, 0.007, 0.021], [-0.020, 0.007, 0.004], [-0.118, 0.083, -0.030], [0.087, 0.250, 0.120], [0.152, 0.075, -0.098], [-0.024, 0.080, 0.049], [0.002, 0.055, -0.001], [-0.065, -0.073, 0.020], [0.079, -0.151, -0.088], [-0.169, 0.014, 0.049], [-0.006, -0.050, -0.026], [-0.052, 0.005, 0.029], [-0.055, -0.165, 0.007], [0.129, 0.312, 0.367], [-0.059, -0.013, 0.175], [0.118, 0.034, 0.014], [0.015, -0.022, -0.037], [-0.148, -0.192, 0.036], [-0.286, -0.076, 0.038], [0.143, -0.106, -0.123], [-0.034, -0.030, -0.073], [0.044, -0.013, -0.039], [-0.095, -0.019, -0.186], [0.009, -0.099, -0.076], [0.097, 0.031, -0.425], [0.022, -0.246, 0.032], [0.032, -0.013, 0.049], [-0.048, 0.036, 0.076], [-0.074, 0.127, -0.065], [0.077, -0.007, 0.186], [-0.024, 0.031, 0.031], [0.007, -0.019, 0.037], [-0.083, 0.141, 0.085], [-0.201, -0.102, -0.042], [-0.175, 0.020, -0.150], [-0.020, -0.097, -0.003], [0.028, 0.134, -0.064], [-0.342, 0.248, -0.062], [-0.037, 0.080, 0.022], [0.191, -0.063, 0.005], [0.030, 0.037, 0.017], [0.046, -0.026, 0.015], [0.098, 0.129, 0.116]]
}